Run one
C6H6N4 | the ωB97M-V functional and the def2-TZVPD basis

The calculation puts the molar mass at 134.14 u. For the gap between HOMO and LUMO, the calculation gives 8.80 eV. As for the spin multiplicity: 1. The calculation puts the lowest unoccupied orbital energy at 0.8 eV. Its SMILES is Nc1nccc2[nH]cnc12.

XYZ file:
```
16
Properties=species:S:1:pos:R:3:nbo_charge:R:1
N 1.66302 -1.97725 -0.13919 -0.82
C 1.19370 -0.67443 -0.02191 0.41
N 2.01579 0.41401 0.00158 -0.50
C 1.41453 1.60931 -0.04975 0.06
C -0.03222 1.89697 -0.07721 -0.34
C -0.80345 0.71014 0.00639 0.13
N -2.12150 0.57569 -0.06445 -0.49
C -2.42042 -0.77957 -0.05363 0.22
N -1.27813 -1.50425 -0.00993 -0.43
C -0.21315 -0.48735 0.02839 0.03
H 1.69601 -2.82869 0.17037 0.41
H 2.71955 -2.07521 0.06247 0.37
H 2.26328 2.38132 0.12629 0.20
H -0.08863 2.84663 -0.06278 0.22
H -2.82527 1.06354 -0.00247 0.38
H -3.18312 -1.17086 0.08583 0.15
```

---

Run two
C6H6N4 | the ωB97M-V functional and the def2-TZVPD basis

The calculation puts the molar mass at 134.14 u. For the gap between HOMO and LUMO, the calculation gives 9.20 eV. As for the spin multiplicity: 1. The calculation puts the lowest unoccupied orbital energy at -0.2 eV.

XYZ file:
```
16
Properties=species:S:1:pos:R:3:nbo_charge:R:1
C -2.25130 0.75255 -0.66812 0.28
C 1.66240 -0.76737 -0.80718 0.27
C 1.98620 1.15797 0.36684 0.26
C -0.82260 0.61057 -0.59904 -0.62
C 1.71711 -0.18999 0.40275 -0.54
C -0.40605 -0.04047 0.62712 0.19
N -3.36753 1.01011 -0.72307 -0.29
N 1.47070 -1.29133 -1.80414 -0.35
N 2.14845 2.28796 0.35410 -0.32
N -0.89943 -1.33676 0.70528 -0.78
H -0.45666 0.03729 -1.45917 0.29
H -0.30877 1.67652 -0.67411 0.30
H 1.86555 -0.83028 1.27711 0.28
H -0.33594 0.59538 1.43615 0.22
H -0.97794 -1.84901 -0.08710 0.40
H -1.02420 -1.82315 1.65258 0.41
```

---

Run three
C6H6N4 | the ωB97M-V functional and the def2-TZVPD basis

The calculation puts the molar mass at 134.14 u. For the gap between HOMO and LUMO, the calculation gives 10.92 eV. As for the spin multiplicity: 1. The calculation puts the lowest unoccupied orbital energy at 0.6 eV. Its SMILES is C[C@@H](N)C(C#N)(C#N)C#N.

XYZ file:
```
16
Properties=species:S:1:pos:R:3:nbo_charge:R:1
C -1.25829 -0.54858 -0.87377 -0.72
C -0.55597 0.54456 -0.17942 0.05
N -1.11713 0.79705 1.13509 -0.82
C 1.06731 0.00393 0.05441 -0.40
C 1.71488 0.96902 0.89406 0.29
N 2.27469 1.72743 1.50779 -0.24
C 0.93581 -1.39172 0.54096 0.30
N 0.71369 -2.38637 1.10117 -0.26
C 1.65472 -0.07409 -1.24707 0.28
N 2.04568 -0.16204 -2.32561 -0.25
H -1.41686 -1.50092 -0.30985 0.26
H -1.05400 -0.62637 -1.94556 0.26
H -2.37823 -0.48898 -1.02152 0.26
H -0.51208 1.57920 -0.57257 0.24
H -1.27673 -0.02500 1.56220 0.36
H -0.83747 1.58286 1.67969 0.39
```

---

Which of them is most stable? Easy: run three.

---

Run one
C5H7NO | the ωB97M-V functional and the def2-TZVPD basis

The calculation puts the molar mass at 97.12 u. For the gap between HOMO and LUMO, the calculation gives 9.73 eV. As for the spin multiplicity: 1. The calculation puts the lowest unoccupied orbital energy at 0.9 eV.

XYZ file:
```
14
Properties=species:S:1:pos:R:3:nbo_charge:R:1
C 0.31308 0.12286 1.07997 -0.18
C -0.78348 -2.37029 -0.75034 0.25
C 0.05653 -1.00195 1.47274 0.31
C 0.64581 1.22591 -1.04736 -0.55
C 0.59595 1.42107 0.50749 -0.46
N -1.47027 -1.43544 -0.74061 -0.67
O -0.32098 -2.21351 1.80532 -0.67
H 0.87527 2.30413 -1.54573 0.20
H -0.31466 0.86516 -1.19619 0.18
H 1.26957 0.50209 -1.35729 0.21
H -0.08814 2.16360 0.88431 0.22
H 1.61779 1.70161 0.73833 0.22
H -0.45731 -2.70378 0.99123 0.49
H -1.93916 -0.58148 -0.84186 0.45
```

---

Run two
C5H7NO | the ωB97M-V functional and the def2-TZVPD basis

The calculation puts the molar mass at 97.12 u. For the gap between HOMO and LUMO, the calculation gives 9.38 eV. As for the spin multiplicity: 1. The calculation puts the lowest unoccupied orbital energy at -0.1 eV.

XYZ file:
```
14
Properties=species:S:1:pos:R:3:nbo_charge:R:1
N 2.26021 -0.01292 0.49178 -0.77
C 1.82178 -0.96872 -0.11835 0.78
O 1.27738 -1.84334 -0.72167 -0.59
C -0.60102 -0.32368 -1.12664 -0.05
C -1.18640 -0.52286 0.25778 -0.46
C -0.65379 0.91343 0.49366 -0.14
C -0.09074 0.89891 -0.86339 -0.28
H 1.24322 0.48737 1.31752 0.36
H -0.71397 -0.91335 -2.03272 0.23
H -0.66554 -1.24887 0.88795 0.23
H -2.26732 -0.69626 0.30415 0.22
H 0.31073 0.84913 1.61988 0.01
H -1.20550 1.74636 0.91777 0.23
H 0.47096 1.63481 -1.42772 0.23
```

---

Run three
C5H7NO | the ωB97M-V functional and the def2-TZVPD basis

The calculation puts the molar mass at 97.12 u. For the gap between HOMO and LUMO, the calculation gives 8.51 eV. As for the spin multiplicity: 1. The calculation puts the lowest unoccupied orbital energy at 1.0 eV. Its SMILES is Cc1occc1N.

XYZ file:
```
14
Properties=species:S:1:pos:R:3:nbo_charge:R:1
C 1.06344 -1.41827 -0.79405 -0.69
C 0.57161 -0.10207 -0.31444 0.22
O 1.42456 0.93067 -0.09772 -0.41
C 0.67063 1.92614 0.43642 0.08
C -0.61770 1.53483 0.58447 -0.33
C -0.67313 0.17373 0.14593 0.05
N -1.80296 -0.66246 0.06637 -0.82
H 0.28890 -1.98589 -1.37099 0.23
H 1.97380 -1.59314 -1.36920 0.24
H 1.34374 -1.56030 0.28521 0.26
H 1.19809 2.82526 0.70518 0.20
H -1.44131 2.13155 0.94862 0.23
H -2.44519 -0.56536 0.84256 0.37
H -1.55448 -1.63470 -0.06835 0.37
```

---

Run four
C5H7NO | the ωB97M-V functional and the def2-TZVPD basis

The calculation puts the molar mass at 97.12 u. For the gap between HOMO and LUMO, the calculation gives 8.45 eV. As for the spin multiplicity: 1. The calculation puts the lowest unoccupied orbital energy at 0.5 eV.

XYZ file:
```
14
Properties=species:S:1:pos:R:3:nbo_charge:R:1
C -0.05823 -1.24386 1.32444 -0.06
C 0.73637 -0.04317 1.05394 -0.50
C -1.95616 -0.67731 -0.04143 0.01
C 0.08257 1.37304 -1.16944 -0.12
C 0.67084 0.14786 -0.50865 0.10
N -1.09888 -1.34229 0.53751 -0.33
O 1.48164 1.03493 -1.10670 -0.47
H 0.37943 -2.16974 1.69575 0.21
H 0.28056 0.84807 1.54826 0.22
H 1.82973 0.15251 1.34405 0.24
H 0.48446 -0.77609 -0.97130 0.17
H -2.19014 -0.77808 -1.09442 0.17
H -0.43430 1.18347 -1.98515 0.17
H -0.20790 2.29064 -0.62687 0.19
```

---

Which of them is most stable? Easy: run three.

---

Run one
C5H7NO | the ωB97M-V functional and the def2-TZVPD basis

The calculation puts the molar mass at 97.12 u. For the gap between HOMO and LUMO, the calculation gives 9.51 eV. As for the spin multiplicity: 1. The calculation puts the lowest unoccupied orbital energy at 0.8 eV.

XYZ file:
```
14
Properties=species:S:1:pos:R:3:nbo_charge:R:1
C 1.03394 -1.36638 1.48762 -0.61
C 0.59962 -0.29248 0.52676 -0.24
C 1.50592 0.32568 -0.41663 0.08
O 0.64231 1.03079 -1.24395 -0.47
C -0.66309 0.77507 -0.95044 0.50
N -1.56810 1.43180 -1.74761 -0.81
C -0.77840 -0.02781 0.12985 -0.43
H 0.55386 -1.25858 2.46458 0.21
H 2.11953 -1.34104 1.61412 0.23
H 0.76100 -2.34518 1.08280 0.23
H 1.16402 0.74222 0.89192 0.29
H -1.20283 1.68720 -2.65465 0.40
H -2.48361 1.01023 -1.79191 0.39
H -1.68416 -0.37150 0.60752 0.23
```

---

Run two
C5H7NO | the ωB97M-V functional and the def2-TZVPD basis

The calculation puts the molar mass at 97.12 u. For the gap between HOMO and LUMO, the calculation gives 9.90 eV. As for the spin multiplicity: 1. The calculation puts the lowest unoccupied orbital energy at 0.5 eV. Its SMILES is C=CC/C=N\C=O.

XYZ file:
```
14
Properties=species:S:1:pos:R:3:nbo_charge:R:1
C -0.06413 1.86495 -0.11228 -0.34
C -0.97271 0.99870 -0.54149 -0.20
C -1.23407 -0.30249 0.18883 -0.52
C -0.30389 -1.31011 -0.44893 0.22
N 0.91978 -1.53811 -0.22804 -0.47
C 1.85753 -0.98746 0.62336 0.51
O 2.30657 0.13614 0.57637 -0.56
H 0.47579 1.69169 0.81252 0.21
H 0.24283 2.72441 -0.69659 0.20
H -1.47795 1.13741 -1.49485 0.20
H -1.05592 -0.18064 1.26149 0.23
H -2.26805 -0.63956 0.05203 0.22
H -0.73606 -1.85912 -1.29018 0.18
H 2.29712 -1.75098 1.28637 0.12
```

---

Which of them is most stable? Easy: run two.

---

Run one
C3H5N3 | the ωB97M-V functional and the def2-TZVPD basis

The calculation puts the molar mass at 83.09 u. For the gap between HOMO and LUMO, the calculation gives 10.32 eV. As for the spin multiplicity: 1. The calculation puts the lowest unoccupied orbital energy at 0.8 eV. Its SMILES is Cc1c[nH]nn1.

XYZ file:
```
11
Properties=species:S:1:pos:R:3:nbo_charge:R:1
C -1.70440 0.04867 0.01251 -0.63
C -0.24114 -0.24347 0.06124 0.06
C 0.77354 0.64063 -0.16581 -0.09
N 1.90381 -0.06829 -0.00816 -0.35
N 1.61353 -1.36272 0.30759 -0.05
N 0.32156 -1.45438 0.34675 -0.23
H -2.22755 -0.62466 -0.67114 0.23
H -1.85146 1.07497 -0.34177 0.22
H -2.16813 -0.03681 0.99964 0.23
H 0.75342 1.68703 -0.41863 0.22
H 2.82681 0.33902 -0.12222 0.42
```

---

Run two
C3H5N3 | the ωB97M-V functional and the def2-TZVPD basis

The calculation puts the molar mass at 83.09 u. For the gap between HOMO and LUMO, the calculation gives 10.10 eV. As for the spin multiplicity: 1. The calculation puts the lowest unoccupied orbital energy at 0.9 eV. Its SMILES is Nc1ccn[nH]1.

XYZ file:
```
11
Properties=species:S:1:pos:R:3:nbo_charge:R:1
N 0.82595 1.68393 -0.15173 -0.84
C 0.31715 0.37363 0.01209 0.28
C -0.41854 -0.43096 -0.82758 -0.38
C -0.92036 -1.45021 0.00272 -0.05
N -0.46067 -1.34329 1.24211 -0.27
N 0.28620 -0.23157 1.22634 -0.34
H 0.08913 2.23230 -0.58437 0.38
H 1.61854 1.71620 -0.78060 0.37
H -0.43659 -0.33479 -1.90312 0.23
H -1.66106 -2.20377 -0.22965 0.21
H 0.85615 -0.00509 2.02651 0.41
```

---

Which of them is most stable? Easy: run two.